No. 1
Below is a 9-piece molecular cluster, C12H42O17S4 overall, with properties calculated with ωB97M-V/def2-TZVPD.

XYZ file:
```
75
Properties=species:S:1:pos:R:3:forces:R:3
C 3.37058 -2.02939 1.47991 0.585 -0.053 0.353
C 4.43080 -1.42351 2.40594 -0.582 0.792 -0.148
O 3.88012 -0.13867 2.93513 0.029 -0.448 -0.348
S 3.88171 0.17871 4.45911 0.014 -0.620 2.649
C 5.58905 0.68409 4.80828 0.124 -0.414 -0.087
O 3.03811 1.33563 4.63116 0.157 -0.518 -0.364
O 3.60317 -1.01672 5.27523 0.610 1.783 -1.812
H 2.53881 -2.42398 2.06324 -0.006 0.106 -0.007
H 3.80480 -2.85965 0.91139 0.046 0.106 0.152
H 3.00561 -1.29609 0.76737 0.030 0.175 -0.010
H 4.63826 -2.04348 3.26759 0.122 -0.286 0.051
H 5.35121 -1.10684 1.90192 -0.245 -0.331 -0.014
H 5.81122 1.73107 4.59391 -0.449 -0.190 -0.546
H 6.21791 -0.00002 4.22316 -0.002 0.312 0.181
H 5.83520 0.57051 5.86681 -0.479 -0.383 -0.093
C -1.86044 0.71686 -2.15979 0.982 -0.495 -0.021
C -1.14978 -0.34225 -3.00726 -1.265 0.317 -0.464
O -1.44828 -0.04470 -4.43630 -0.120 -0.173 0.849
S -0.38804 0.83773 -5.14793 2.156 1.405 -2.664
C 0.80126 -0.44519 -5.77082 -0.803 0.579 1.337
O -0.98751 1.38669 -6.35969 0.307 -0.616 1.894
O 0.28605 1.73641 -4.20673 -1.073 -1.421 -1.035
H -1.59792 0.57174 -1.11543 -0.301 -0.261 0.242
H -2.93222 0.70279 -2.31574 -0.151 -0.087 0.053
H -1.47039 1.69692 -2.39506 0.007 0.216 -0.367
H -0.08067 -0.41907 -2.87646 0.251 0.168 0.216
H -1.58766 -1.33232 -2.90843 0.056 -0.042 0.267
H 1.13457 -0.98554 -4.87759 0.113 0.002 -0.274
H 1.63796 0.04053 -6.26021 -0.072 0.192 0.018
H 0.25916 -1.10336 -6.44705 -0.049 0.161 0.051
C -5.43313 -2.50094 -2.40268 0.513 -0.309 0.735
C -4.36459 -2.48329 -1.32676 0.200 0.018 0.481
O -4.30546 -3.80992 -0.68057 0.349 0.228 0.034
S -2.90892 -4.32089 -0.13447 2.159 -1.569 2.355
C -2.04206 -4.99504 -1.57554 -1.116 0.723 -0.349
O -2.04042 -3.20953 0.37433 -2.507 -1.892 -1.217
O -3.19316 -5.46347 0.76363 0.253 2.737 -1.850
H -5.29585 -1.59925 -2.99529 -0.253 -0.080 -0.195
H -6.45139 -2.60103 -2.02962 0.102 0.236 0.133
H -5.21140 -3.39582 -2.96392 -0.115 -0.096 -0.701
H -3.38794 -2.29036 -1.78156 -0.100 0.052 0.085
H -4.51874 -1.76645 -0.51294 -0.078 -0.018 -0.311
H -0.98594 -4.79650 -1.44649 0.137 -0.062 0.135
H -2.42003 -4.44920 -2.45584 0.295 -0.111 0.259
H -2.30190 -6.04671 -1.70067 0.104 0.142 0.284
C -1.83273 5.19066 3.21433 -0.996 -0.906 0.606
C -0.43742 5.01488 2.80698 1.715 0.504 -1.151
O -0.42865 5.24362 1.34459 0.730 -0.636 -0.854
S 0.68972 4.54722 0.42460 1.836 -2.842 3.664
C -0.13277 3.00419 -0.04201 0.569 0.665 -0.049
O 0.86274 5.29990 -0.74049 0.128 1.394 -1.306
O 1.89370 4.17959 1.26833 -3.303 0.926 -1.896
H -2.26531 6.11526 2.85131 0.047 0.203 0.119
H -1.92374 5.09380 4.30730 -0.041 0.212 -0.352
H -2.37922 4.35471 2.76549 -0.284 0.180 0.155
H 0.25801 5.76986 3.13104 0.067 0.327 0.693
H 0.02041 4.05546 3.04018 -0.306 -0.197 -0.045
H -0.91367 3.25886 -0.74541 -0.195 0.158 -0.039
H -0.54685 2.54046 0.84701 0.079 -0.222 0.026
H 0.61468 2.38795 -0.56380 -0.287 0.172 0.476
O -2.58323 -0.72709 1.46719 -0.281 -0.198 -0.310
H -2.58916 -0.85786 2.41790 0.102 0.120 0.198
H -2.88666 -1.58829 1.12563 0.453 0.239 0.091
O 2.25904 0.55910 -1.55734 -0.389 0.121 0.156
H 1.49426 0.15195 -1.10623 0.320 0.213 -0.136
H 2.01756 1.48620 -1.70952 0.142 -0.453 -0.103
O 1.15788 -2.64901 -1.22642 -0.687 0.256 0.318
H 1.02536 -2.07328 -0.43200 0.180 -0.479 -0.692
H 2.04981 -2.97471 -1.19214 0.528 -0.113 0.048
O 0.87639 1.41025 2.59391 -0.438 -0.196 -0.306
H 1.21790 2.10463 2.01966 0.368 0.166 0.116
H 1.42993 1.43465 3.38419 0.251 -0.017 0.071
O 0.35552 -0.69145 0.33478 -0.241 0.291 0.114
H -0.58934 -0.89561 0.38657 -0.140 -0.047 0.189
H 0.53411 -0.19636 1.14711 0.138 0.185 0.261
```
Forces are in eV/Å.

Computed properties:
HOMO   -10.943 eV
Orbital gap   0.41197 Ha
Total energy   -3354.17945 Ha
Charge   0
Structure (SMILES)   CCOS(C)(=O)=O.CCOS(C)(=O)=O.CCOS(C)(=O)=O.CCOS(C)(=O)=O.O.O.O.O.O

No. 2
Below is a 9-piece molecular cluster, C12H43N17O9 overall, with properties calculated with ωB97M-V/def2-TZVPD.

XYZ file:
```
81
Properties=species:S:1:pos:R:3:forces:R:3
C 7.03855 5.42437 22.56478 -0.251 -0.677 0.731
O 7.01555 5.10630 21.20687 0.234 -0.487 -0.569
C 7.07358 6.09033 20.20594 -0.283 0.781 -0.559
C 5.91462 7.06739 20.34171 -0.346 0.654 1.618
C 4.57795 6.35139 20.13206 -0.017 0.035 0.564
N 6.02907 8.28383 19.54842 0.737 0.306 -1.047
H 6.88319 4.46046 23.05614 -0.152 0.067 0.034
H 6.22275 6.07434 22.89261 0.096 0.154 -0.099
H 7.99125 5.75537 22.99844 0.178 0.444 -0.570
H 8.02492 6.63486 20.18237 0.140 -0.010 0.220
H 6.95585 5.59759 19.23780 0.277 -0.360 0.133
H 6.02467 7.44281 21.37299 -0.602 -0.522 0.228
H 4.59859 5.69120 19.26382 -0.030 0.236 -0.206
H 3.74600 7.05697 20.08403 0.071 0.068 -0.291
H 4.33208 5.70339 20.97477 0.245 -0.031 0.068
H 5.30310 8.96146 19.75232 -0.403 -0.421 0.040
H 6.87510 8.79821 19.81896 -0.052 -0.457 -0.281
N 7.72432 7.60417 16.46558 0.086 0.103 -0.131
C 6.58589 7.07353 15.98631 -0.668 -0.696 -0.478
N 5.58355 7.00908 16.88517 0.147 0.453 1.217
O 6.45546 6.61415 14.81808 0.065 0.528 0.646
H 8.56926 7.64614 15.92021 0.049 0.019 -0.217
H 7.75171 7.90248 17.42332 0.041 0.139 0.076
H 4.67633 6.63311 16.70435 0.078 -0.094 -0.412
H 5.69967 7.41695 17.82806 0.123 0.057 -0.608
N 8.89859 6.51465 13.32082 0.368 0.107 0.751
C 10.17603 6.82769 13.63897 0.823 1.317 0.141
N 11.09258 6.58541 12.65637 -0.295 -0.458 -0.126
O 10.55142 7.41361 14.66442 -1.010 -0.311 -0.116
H 8.11798 6.94522 13.84408 0.324 -0.867 -0.566
H 8.80774 6.04296 12.44362 -0.710 0.164 -0.068
H 10.87450 5.94639 11.91646 0.283 0.122 -0.203
H 12.00292 6.99269 12.74127 0.117 -0.241 0.147
N 3.13313 7.63836 13.21901 0.449 0.087 0.162
C 3.37052 8.32393 14.36812 1.158 0.393 -0.769
N 2.60433 7.96896 15.41924 -0.150 0.221 0.591
O 4.26962 9.16624 14.49945 -0.637 -0.724 -0.136
H 3.80086 7.71181 12.45792 -0.406 0.461 -0.314
H 2.25943 7.17626 13.05592 0.016 -0.133 -0.020
H 2.70101 8.59563 16.20085 -0.400 -0.292 0.171
H 1.89326 7.26863 15.33177 -0.206 0.172 0.245
N 11.76165 5.03072 18.87784 -0.319 0.013 0.531
C 11.19832 5.24712 17.63223 0.962 -1.062 -0.335
N 10.81212 6.52463 17.40370 -0.427 -0.279 -0.343
O 11.18168 4.33103 16.81410 -0.135 0.955 0.189
H 11.81248 5.80207 19.51911 0.287 0.063 -0.049
H 12.54791 4.40507 18.87427 -0.177 -0.179 0.086
H 10.51413 6.73104 16.45705 -0.087 0.252 0.071
H 10.60411 7.13058 18.17355 0.049 0.225 -0.104
N 5.97650 6.48882 9.45921 -0.518 0.409 0.760
C 5.41272 6.94577 10.60926 -0.316 1.184 0.724
N 5.78311 6.25581 11.73386 -0.082 -0.016 -0.768
O 4.66991 7.93264 10.66203 0.302 -0.973 -0.087
H 5.66373 6.95090 8.62513 0.349 -0.385 -0.279
H 6.57094 5.69219 9.55092 0.113 -0.151 -0.904
H 6.49588 5.56486 11.60547 0.037 -0.201 0.631
H 5.59432 6.64538 12.64187 0.214 -0.213 0.177
N 9.45284 8.98135 22.24832 -0.666 -0.061 -0.293
C 9.20106 9.83996 21.19446 0.452 -0.002 -0.381
N 9.89614 11.00588 21.27892 -0.098 0.140 0.134
O 8.50934 9.57046 20.21791 0.386 -0.199 0.554
H 9.77474 9.39261 23.10717 0.034 -0.125 0.091
H 8.79849 8.21813 22.34894 0.055 0.115 0.020
H 10.08223 11.52279 20.43785 -0.204 0.068 0.067
H 10.39831 11.22730 22.11704 0.260 0.104 -0.143
N 3.43956 4.89403 15.75540 -0.367 0.086 0.328
C 4.05639 3.69954 15.57680 0.846 -1.442 -0.821
N 5.35893 3.84094 15.16029 -0.978 -0.045 0.262
O 3.52256 2.60046 15.70365 0.054 0.837 0.396
H 3.91734 5.71082 15.42464 -0.522 0.221 -0.145
H 2.50277 4.87488 16.11406 -0.007 0.250 -0.202
H 5.73138 4.77565 15.04335 0.624 -0.309 -0.015
H 5.88418 2.98675 15.15674 0.317 0.226 -0.161
N 6.37335 11.13906 13.88997 0.051 -0.019 0.433
C 7.25167 10.51223 13.06144 -0.440 0.379 0.028
N 6.92716 9.18612 12.94020 1.219 -0.587 -0.859
O 8.18217 11.05888 12.47991 -0.452 -0.401 0.096
H 6.34735 12.13821 13.94925 0.152 -0.033 0.050
H 5.65176 10.55885 14.29365 -0.232 0.488 -0.066
H 6.21497 8.69043 13.44441 -0.285 0.441 0.139
H 7.36058 8.72443 12.15891 0.065 -0.075 0.188
```
Forces are in eV/Å.

Computed properties:
HOMO   -8.881 eV
Orbital gap   0.32825 Ha
Energy relative to the best compared isomer or geometry (same formula, charge and spin)   1.4411 eV
Total energy   -2091.35965 Ha
Charge   0
Structure (SMILES)   COC[C@H](C)N.NC(N)=O.NC(N)=O.NC(N)=O.NC(N)=O.NC(N)=O.NC(N)=O.NC(N)=O.NC(N)=O

No. 3
Below is a 10-piece molecular cluster, C12H44N10O10 overall, with properties calculated with ωB97M-V/def2-TZVPD.

XYZ file:
```
76
Properties=species:S:1:pos:R:3:forces:R:3
N -0.23087 8.85851 2.12079 -0.179 0.226 0.404
C 0.35203 9.64081 1.16286 0.767 -1.617 0.422
N 1.60635 10.06163 1.53257 -0.804 0.454 -0.627
O -0.09849 9.78047 0.04276 -0.213 0.508 -0.329
H 0.16632 8.82342 3.04141 -0.032 -0.087 -0.013
H -0.95016 8.19073 1.90361 -0.301 0.284 -0.283
H 2.08072 10.59231 0.82585 0.352 0.156 0.353
H 1.96453 9.86497 2.44502 0.342 0.196 -0.094
N -3.74786 9.66469 2.47244 0.123 0.055 0.037
C -4.33501 10.22613 3.54448 -0.908 0.165 -1.184
N -4.74965 11.52020 3.39236 0.481 -1.015 0.989
O -4.64870 9.58633 4.55265 0.182 -0.015 0.743
H -3.55174 8.66785 2.48548 0.281 0.416 0.151
H -3.19820 10.26802 1.87183 0.171 -0.254 -0.283
H -5.04348 11.89853 4.28351 -0.217 0.843 -0.359
H -4.61655 12.02371 2.53782 0.081 0.326 0.166
N -5.13931 15.07310 3.49902 -0.673 -0.165 0.016
C -4.01233 15.63184 2.95158 -0.438 -0.044 -0.146
N -2.87224 15.28128 3.60281 0.611 -0.219 0.207
O -4.05293 16.39357 2.00511 0.197 0.029 -0.084
H -5.15271 14.17731 3.96418 0.200 0.140 0.190
H -6.00571 15.29078 3.03668 0.109 0.157 -0.119
H -1.98039 15.45614 3.17984 -0.071 0.182 -0.063
H -2.89563 14.76334 4.46111 -0.007 -0.074 -0.045
N -9.86623 10.92643 5.66740 -0.474 0.094 -0.111
C -8.57548 11.37160 5.64660 -0.065 0.085 1.004
N -7.63931 10.41998 5.43527 -0.249 0.405 -0.467
O -8.30051 12.53316 5.91826 -0.086 0.303 -0.352
H -10.58042 11.63076 5.71180 0.032 0.020 0.042
H -10.14197 10.01666 5.34886 0.113 0.013 -0.119
H -7.89307 9.46347 5.57519 0.442 -0.147 0.156
H -6.69286 10.73281 5.56293 0.142 -0.382 0.068
N -8.17363 6.21193 5.63174 -0.750 -0.071 0.239
C -6.87344 6.59572 5.75037 1.480 -0.407 -0.826
N -6.57523 7.62980 4.89180 -1.217 -1.010 0.776
O -6.07413 5.96784 6.41715 0.092 0.161 0.294
H -8.44691 5.33460 6.02924 -0.108 0.054 0.132
H -8.83905 6.78818 5.15388 -0.238 -0.299 0.033
H -5.71876 8.17238 4.85747 -0.201 0.146 -0.057
H -7.43860 7.86336 4.43734 0.784 0.970 -0.856
C -3.27358 5.98168 4.06804 0.459 -0.885 0.172
C -2.28280 6.06814 2.90583 -0.433 -0.227 0.504
O -2.70480 7.07727 1.98143 0.330 -0.104 -0.229
H -3.66663 6.95384 4.35356 -0.190 0.018 -0.228
H -2.83754 5.55973 4.97819 0.294 0.075 -0.130
H -4.03735 5.24604 3.81056 -0.464 0.501 0.007
H -2.21487 5.11325 2.38062 0.039 -0.039 0.055
H -1.27251 6.29743 3.24525 -0.045 0.349 -0.100
H -3.39836 6.71472 1.42188 0.048 -0.047 -0.037
C -3.33641 13.12442 6.75891 -0.262 -0.039 0.322
C -4.63972 13.87932 6.59732 -0.198 -0.805 -0.917
O -5.57553 13.07817 5.81189 0.468 0.159 0.743
H -2.93326 12.92603 5.76376 0.190 -0.242 0.113
H -3.50863 12.19827 7.30968 -0.030 -0.162 -0.306
H -2.60799 13.67788 7.35380 -0.008 0.262 -0.206
H -4.49266 14.75490 5.96289 0.019 0.560 0.758
H -5.13343 14.05658 7.55014 0.284 0.517 0.053
H -6.42818 13.21881 6.25058 -0.409 -0.503 -0.684
C -7.38505 10.77292 -0.30818 0.669 -1.254 -0.275
O -7.91150 11.47581 -1.40960 -0.107 0.358 0.066
H -7.03319 11.43141 0.48135 -0.352 0.249 -0.044
H -8.07672 10.01403 0.07418 -0.255 0.368 0.250
H -6.51797 10.17600 -0.62415 0.133 0.200 0.094
H -7.78712 10.92595 -2.18583 -0.085 0.066 -0.062
C -3.66297 11.68442 -0.19054 0.998 -0.021 -0.115
O -2.42122 11.36064 0.44891 -0.347 0.182 -0.217
H -4.40267 11.52124 0.58702 -0.500 0.142 -0.434
H -3.64864 12.70855 -0.56942 -0.206 0.119 0.316
H -3.82383 11.04706 -1.06287 -0.300 -0.217 0.222
H -1.79020 11.04571 -0.20914 0.245 -0.180 0.241
C -4.63046 8.61829 7.62248 0.591 0.368 -1.306
O -4.90571 10.01414 7.48474 -0.258 0.100 0.835
H -3.66444 8.46019 8.10608 -0.111 0.100 0.313
H -5.40998 8.04196 8.11382 -0.147 0.238 0.093
H -4.50195 8.26790 6.59747 -0.039 -0.625 0.262
H -4.94814 10.21350 6.54515 0.231 -0.159 -0.137
```
Forces are in eV/Å.

Computed properties:
HOMO   -9.583 eV
Orbital gap   0.35709 Ha
Energy relative to the best compared isomer or geometry (same formula, charge and spin)   0.0000 eV
Total energy   -1783.71061 Ha
Charge   0
Structure (SMILES)   NC(N)=O.NC(N)=O.NC(N)=O.NC(N)=O.NC(N)=O.CCO.CCO.CO.CO.CO